Molecular formula: C34H96O26S14
Method: DFT, the ωB97M-V functional and the def2-TZVPD basis

```
! wB97M-V def2-TZVPD RIJCOSX def2/J DEFGRID3
* xyz 0 1
C -1.2838 3.6624 3.4276
S -0.9653 4.4737 1.6913
O -2.2292 4.1211 0.9329
C -1.1371 6.2822 2.1572
H -0.8045 2.7184 3.1919
H -2.3434 3.6406 3.5732
H -0.7490 4.0598 4.3053
H -1.3909 6.3809 3.2086
H -1.9460 6.7520 1.6028
H -0.2586 6.8257 1.8473
C 6.2065 -3.3723 0.2834
S 4.8247 -4.5577 0.0284
O 3.6252 -3.8343 0.5550
C 4.7684 -4.3414 -1.9070
H 5.9155 -2.4191 -0.1705
H 7.1425 -3.7592 -0.0939
H 6.3230 -3.3401 1.3535
H 5.6835 -4.7082 -2.3078
H 4.6735 -3.2721 -2.1204
H 3.8301 -4.8890 -2.2320
C 0.4207 -8.1536 -0.5545
S 1.8605 -7.0273 -0.1578
O 2.1701 -6.3447 -1.4864
C 0.9795 -5.7785 0.9245
H -0.5391 -7.6240 -0.5907
H 0.4234 -8.8981 0.2444
H 0.8209 -8.7454 -1.3807
H 0.2030 -5.4045 0.2765
H 1.6547 -4.9582 1.1546
H 0.5669 -6.2940 1.7891
C 0.5221 3.5158 -1.5445
S 0.2498 4.7602 -2.8811
O -0.7975 4.2336 -3.8411
C -0.6110 5.8899 -1.6983
H -0.4893 3.0870 -1.4709
H 0.8761 4.0535 -0.6791
H 1.2852 2.8263 -1.9466
H -1.2721 5.2598 -1.1121
H -1.1203 6.6128 -2.3311
H 0.0622 6.4415 -1.0659
C 0.2124 -2.9201 3.1512
S -1.3436 -3.9478 3.3917
O -2.0917 -3.3128 4.5119
C -2.3056 -3.5527 1.8452
H 0.9900 -3.1926 3.9180
H -0.1276 -1.8903 3.1849
H 0.7311 -3.0673 2.1919
H -2.6938 -2.5272 1.9065
H -3.1813 -4.1737 1.9923
H -1.6937 -3.7779 0.9525
C 1.5651 -4.6433 -3.8661
S 0.9597 -3.4517 -5.1600
O 0.3446 -2.2840 -4.3029
C 2.6824 -2.9523 -5.6841
H 2.3952 -4.1376 -3.3793
H 1.8991 -5.5877 -4.3380
H 0.7468 -4.8433 -3.1930
H 3.2214 -2.6571 -4.7729
H 2.6341 -2.1133 -6.3391
H 3.1627 -3.7906 -6.2317
C 5.6502 -1.1319 3.5236
S 3.8970 -0.8849 4.1117
O 3.6038 0.5926 4.2911
C 3.0320 -1.1119 2.5434
H 5.6550 -2.1385 3.1441
H 6.2032 -0.9192 4.4736
H 5.8560 -0.4376 2.7453
H 2.0492 -0.6939 2.7616
H 3.0134 -2.1263 2.1693
H 3.5584 -0.5150 1.7994
C 1.4104 2.3186 -5.8909
S 1.4074 0.5671 -5.2389
O 2.4282 0.5530 -4.1699
C -0.2640 0.6880 -4.4739
H 0.6489 2.4341 -6.6791
H 2.4142 2.5014 -6.2581
H 1.2919 3.0529 -5.1073
H -0.4858 1.6616 -4.0068
H -0.4829 -0.1309 -3.7487
H -0.9922 0.4466 -5.2505
O -6.3030 -4.3829 -1.4696
S -5.7648 -4.0032 -0.1945
O -5.7318 -4.9909 0.8485
O -4.3108 -3.5534 -0.4513
C -4.0989 -2.8106 -1.7224
C -2.6374 -2.5336 -1.7101
C -6.6184 -2.6468 0.3534
H -4.5993 -1.8391 -1.6634
H -4.5590 -3.4012 -2.5337
H -2.3660 -1.9531 -0.8309
H -2.3751 -1.9216 -2.5649
H -2.0393 -3.4370 -1.7578
H -6.2950 -2.2867 1.3232
H -7.6035 -3.0669 0.4984
H -6.6388 -1.8342 -0.3845
O -2.5195 0.5402 -2.6549
S -3.7761 1.1123 -3.0350
O -4.9416 0.2433 -2.9821
O -3.8776 2.2406 -2.0894
C -5.1439 2.9837 -1.9010
C -5.2526 3.2212 -0.4089
C -3.7426 1.8116 -4.5738
H -6.0295 2.4633 -2.3142
H -5.1037 3.9115 -2.5163
H -5.2072 2.3359 0.2216
H -6.2075 3.7965 -0.3816
H -4.4444 3.8476 0.0068
H -4.7101 2.2581 -4.7894
H -3.5239 0.9683 -5.2328
H -2.9154 2.5116 -4.6822
O 1.4996 5.0708 3.0970
S 2.8083 4.3999 3.2141
O 3.9861 5.2169 3.2872
O 2.6626 3.7459 4.5810
C 3.8686 3.3195 5.2762
C 3.8122 3.8349 6.6834
C 2.9478 3.1546 2.1427
H 4.7981 3.6877 4.7744
H 3.9503 2.2278 5.3347
H 4.7397 3.5738 7.2032
H 2.9221 3.4123 7.2093
H 3.7252 4.9350 6.7805
H 3.8558 2.5485 2.3093
H 2.8160 3.6684 1.1703
H 2.0212 2.6240 2.1985
O -0.3359 0.4310 2.4409
S -0.1426 0.4597 0.9846
O 1.0224 1.2257 0.5549
O 0.0061 -0.9827 0.5892
C 0.4602 -1.2825 -0.7791
C 0.7845 -2.7185 -1.0246
C -1.5497 1.0415 0.2152
H 1.3264 -0.7354 -1.0825
H -0.3617 -0.9347 -1.4134
H 0.1355 -3.4016 -0.5138
H 1.8075 -2.8359 -0.7161
H 0.7234 -2.8788 -2.0979
H -2.3769 0.3907 0.4266
H -1.3638 1.2168 -0.8682
H -1.6922 2.0228 0.6879
O -5.1529 -1.5070 3.5181
S -4.3628 -0.3018 3.1888
O -3.7929 -0.3447 1.8427
O -5.2436 0.9375 3.0621
C -6.3878 1.1537 3.9641
C -7.2480 2.2304 3.3747
C -3.1633 0.0409 4.3538
H -5.9854 1.3817 4.9383
H -6.8707 0.2010 4.0195
H -6.6625 3.1144 3.1796
H -8.0706 2.4597 4.0108
H -7.6392 1.9072 2.3887
H -2.4247 0.7289 3.9393
H -2.7253 -0.9397 4.6199
H -3.5828 0.5376 5.2013
O 5.9767 0.4066 -1.6710
S 4.8604 0.9083 -0.9063
O 5.0587 1.0257 0.4963
O 4.5402 2.3473 -1.3553
C 4.7597 2.6661 -2.7970
C 4.1702 4.0101 -3.0693
C 3.4451 0.0160 -1.1937
H 4.2957 1.9457 -3.4319
H 5.8293 2.6288 -2.9971
H 3.0430 4.0173 -3.0477
H 4.4447 4.2803 -4.0998
H 4.6618 4.7074 -2.3768
H 3.0028 0.3272 -2.1574
H 2.7552 0.3179 -0.4504
H 3.7966 -1.0057 -1.1098
*
```

Calculated values
molecular weight: 1370.1 g/mol
ΔE to the lowest compared entry with this formula, charge and spin: 2.6 kcal per mole
Kohn-Sham gap: 8.6 eV
LUMO: 0.008 Eh

Molecular formula: O2S
Method: DFT, the ωB97M-V functional and the def2-TZVPD basis

```
! wB97M-V def2-TZVPD RIJCOSX def2/J DEFGRID3
* xyz 0 1
O -0.1113 0.2836 0.0000
O 1.0972 -0.2457 0.0000
S -1.9760 -0.0760 0.0000
*
```

Calculated values
molecular weight: 64.1 g/mol
Kohn-Sham gap (alpha / beta): 7.1 / 7.1 eV
LUMO (alpha / beta): -0.116 / -0.117 Eh

Molecular formula: H6N2
Method: DFT, the ωB97M-V functional and the def2-TZVPD basis

```
! wB97M-V def2-TZVPD RIJCOSX def2/J DEFGRID3
* xyz 0 1
N 1.5926 -1.4919 -0.4277
H 2.2016 -1.5387 -1.2279
H 0.6385 -1.7066 -0.6753
H 1.8722 -2.1196 0.3123
N -1.5648 1.6683 0.3969
H -2.1739 0.8982 0.1180
H -0.7328 1.2279 0.7733
H -2.0294 2.1007 1.1986
*
```

Calculated values
molecular weight: 34.1 g/mol
ΔE to the lowest compared entry with this formula, charge and spin: 2.5 kcal per mole
Kohn-Sham gap: 11.1 eV
SMILES: N.N
LUMO: 0.038 Eh

Molecular formula: C3H7FOS
Method: DFT, the ωB97M-V functional and the def2-TZVPD basis

```
! wB97M-V def2-TZVPD RIJCOSX def2/J DEFGRID3
* xyz 0 1
C -0.9055 0.2288 0.4343
C -1.7688 1.2160 -0.1011
C 1.6078 -1.3798 0.3864
O 1.6247 1.2886 0.4412
F -1.2176 -1.1209 -0.5174
S 0.8150 0.2217 -0.1215
H -1.5577 2.2446 0.2918
H -2.7076 0.8445 0.5604
H -1.9567 1.2128 -1.1997
H 2.5626 -1.0369 0.8150
H 0.9124 -1.8793 1.1112
H 1.6231 -1.8353 -0.6247
H 0.9683 -0.0047 -1.4757
*
```

Calculated values
molecular weight: 110.2 g/mol
ΔE to the lowest compared entry with this formula, charge and spin: 122.7 kcal per mole
Kohn-Sham gap: 8.9 eV
LUMO: 0.015 Eh

Molecular formula: C2H2ClN
Method: DFT, the ωB97M-V functional and the def2-TZVPD basis

```
! wB97M-V def2-TZVPD RIJCOSX def2/J DEFGRID3
* xyz 0 1
C 1.6220 -0.6172 0.2666
C -1.6849 0.6098 -0.9407
N 1.6637 -1.6337 0.7981
Cl -0.9897 -0.0720 0.3252
H 1.8384 0.3729 0.0752
H -2.4494 1.3402 -0.5245
*
```

Calculated values
molecular weight: 75.5 g/mol
ΔE to the lowest compared entry with this formula, charge and spin: 98.2 kcal per mole
Kohn-Sham gap: 8.2 eV
LUMO: -0.035 Eh

Molecular formula: C4H10O2
Method: DFT, the ωB97M-V functional and the def2-TZVPD basis

```
! wB97M-V def2-TZVPD RIJCOSX def2/J DEFGRID3
* xyz 0 1
C -2.0850 0.3689 0.3981
C -0.5952 0.1304 0.5921
O -0.4476 -1.1935 1.0726
C 0.1798 0.3694 -0.7079
C 1.6785 0.1214 -0.6073
O 1.9263 -1.2542 -0.2921
H -2.6197 0.1077 1.3161
H -2.3049 1.4113 0.1430
H -2.4551 -0.2811 -0.4030
H -0.2141 0.8390 1.3516
H 0.3207 -1.5777 0.6240
H 0.0253 1.4074 -1.0313
H -0.2326 -0.2783 -1.4931
H 2.1236 0.7770 0.1537
H 2.1618 0.3495 -1.5662
H 2.5381 -1.2970 0.4497
*
```

Calculated values
molecular weight: 90.1 g/mol
ΔE to the lowest compared entry with this formula, charge and spin: 14.8 kcal per mole
Kohn-Sham gap: 10.7 eV
SMILES: C[C@@H](O)CCO
LUMO: 0.029 Eh

Molecular formula: C37H37F15N2O18S
Method: DFT, the ωB97M-V functional and the def2-TZVPD basis

```
! wB97M-V def2-TZVPD RIJCOSX def2/J DEFGRID3
* xyz 0 1
C 0.0498 -2.5301 2.9129
C -0.2545 -2.4032 1.6112
C 0.5787 -1.4778 0.7560
C 1.4338 -2.0226 -0.1642
C 2.2124 -1.1121 -0.9327
N 3.0847 -1.4210 -1.9022
S 3.6909 -0.0357 -2.4603
N 2.8926 1.0490 -1.5323
C 2.1152 0.3038 -0.7441
C 1.1994 0.8673 0.2107
C 1.1107 2.3761 0.3132
C 2.4443 2.9681 0.8483
C 2.3673 3.3989 2.3402
C 2.4876 4.9315 2.5461
C 1.2353 5.4691 3.2849
C 0.4455 -0.0316 0.9312
C -0.5788 0.5147 1.9248
C -1.9405 0.5817 1.2100
C -2.8980 1.6183 1.8076
F -2.7400 2.7820 1.1222
F -2.5853 1.8759 3.0897
C -4.3799 1.2148 1.6706
F -4.6784 1.2436 0.3680
F -4.5339 -0.0598 2.0726
C -5.4019 2.0390 2.4894
F -5.1503 1.9830 3.7905
F -6.5998 1.4443 2.2987
C -5.5978 3.5180 2.0749
F -5.8532 3.6484 0.7930
F -4.5799 4.2688 2.4398
F -6.6709 3.9656 2.7450
H -0.1538 -3.4170 3.4977
H 0.5475 -1.6750 3.3593
H -1.0994 -2.8988 1.1437
H 1.5214 -3.0866 -0.3336
H 0.9438 2.7401 -0.7034
H 0.3013 2.7030 0.9568
H 3.2664 2.2653 0.7324
H 2.7002 3.8381 0.2420
H 1.4282 3.0552 2.7810
H 3.1748 2.9211 2.8986
H 3.3983 5.1920 3.0862
H 2.5236 5.4576 1.5889
H 1.3308 6.5373 3.4731
H 0.3600 5.2569 2.6680
H 1.1221 4.9065 4.2134
H -0.2636 1.4641 2.3398
H -0.6378 -0.1874 2.7507
H -2.3739 -0.4149 1.1383
H -1.7545 0.9076 0.1842
C 1.4144 -7.8425 2.8554
C 0.1672 -7.0902 3.2557
O 0.3033 -5.8817 2.5251
C 1.0222 -6.1640 1.4091
O 1.0693 -5.4382 0.4738
O 1.6375 -7.3640 1.5199
F 0.1583 -6.8074 4.5831
H 2.2656 -7.5736 3.4828
H 1.2834 -8.9212 2.8693
H -0.7650 -7.5830 2.9836
C -0.0507 0.6129 -6.5817
C 0.3427 0.7254 -5.1284
O 1.7124 0.3584 -5.1540
C 2.1940 0.6925 -6.3801
O 3.3434 0.7670 -6.6570
O 1.1762 0.9402 -7.2448
F -0.3387 -0.1499 -4.3528
H -0.3470 -0.4041 -6.8417
H -0.8422 1.3016 -6.8659
H 0.2461 1.7281 -4.7080
C -4.0976 -9.1443 6.0135
C -3.6487 -7.7854 5.5329
O -2.4025 -8.0775 4.9177
C -2.4754 -9.3627 4.4708
O -1.7207 -9.8383 3.6887
O -3.5205 -10.0112 5.0304
F -3.4472 -6.9296 6.5611
H -3.6871 -9.3805 6.9961
H -5.1785 -9.2533 6.0404
H -4.3127 -7.3199 4.8024
C 2.9479 2.5094 -9.9091
C 4.3652 2.5727 -9.4024
O 4.7532 3.9008 -9.7348
C 3.6184 4.6586 -9.7312
O 3.6013 5.8425 -9.7073
O 2.5173 3.8686 -9.7446
F 5.1761 1.6991 -10.0576
H 2.9045 2.2378 -10.9654
H 2.3229 1.8300 -9.3360
H 4.4722 2.4296 -8.3291
C 7.4028 3.7654 -7.5469
C 6.4875 3.5249 -6.3702
O 7.3568 2.9578 -5.4122
C 8.6092 3.4436 -5.6677
O 9.5205 3.3815 -4.9174
O 8.6537 4.0151 -6.8976
F 5.5035 2.6285 -6.6654
H 7.4892 2.8796 -8.1793
H 7.1020 4.6124 -8.1577
H 6.0340 4.4286 -5.9593
C -7.2056 1.0443 5.9242
C -8.0811 0.6631 7.0926
O -7.1668 0.0249 7.9644
C -5.9357 0.5677 7.7254
O -4.9998 0.4539 8.4388
O -5.9417 1.2613 6.5587
F -9.0479 -0.2195 6.7358
H -7.1160 0.2318 5.2015
H -7.5435 1.9416 5.4116
H -8.5418 1.5080 7.6077
*
```

Calculated values
molecular weight: 1114.7 g/mol
Kohn-Sham gap: 8.3 eV
LUMO: -0.008 Eh

Molecular formula: C6H12
Method: DFT, the ωB97M-V functional and the def2-TZVPD basis

```
! wB97M-V def2-TZVPD RIJCOSX def2/J DEFGRID3
* xyz 0 1
C -0.7630 -1.6209 0.7843
C -0.6593 -0.5831 -0.3391
C 0.8245 -0.5560 -0.8623
C 1.4801 0.6775 -0.1558
C 0.3304 1.6522 0.2691
C -1.0261 0.8393 0.0160
H 0.0597 -1.5963 1.5040
H -0.7745 -2.6172 0.3190
H -1.7104 -1.4954 1.3179
H -1.6695 -0.7187 -0.8224
H 0.8904 -0.4440 -1.9421
H 1.4072 -1.4543 -0.5922
H 2.0486 0.3669 0.7318
H 2.2244 1.1473 -0.8230
H 0.4809 2.0164 1.2827
H 0.3676 2.5450 -0.3842
H -1.9989 0.4650 0.4921
H -1.5122 1.3763 -0.7959
*
```

Calculated values
molecular weight: 84.2 g/mol
ΔE to the lowest compared entry with this formula, charge and spin: 47.1 kcal per mole
Kohn-Sham gap: 10.7 eV
SMILES: CC1CCCC1
LUMO: 0.041 Eh